Entry 1:
12
Properties=species:S:1:pos:R:3:nbo_charge:R:1 method="wB97M-V/def2-TZVPD" gap_ev=8.46 e_above_lowest_kcal_mol=3.7 charge=0
C -2.800 0.314 0.240 -0.702
C -1.432 -0.289 -0.198 0.472
C 2.842 0.015 -0.018 -0.789
O -0.320 -0.018 0.159 -0.552
I 3.622 -0.088 1.999 0.187
I 3.477 -1.681 -1.160 0.150
I 3.505 1.820 -0.964 0.184
H -3.202 -0.326 1.004 0.238
H -3.383 0.186 -0.545 0.218
H -2.563 1.293 0.614 0.238
H -1.486 -1.071 -0.991 0.096
H 1.740 -0.155 -0.139 0.260

---

Entry 2:
12
Properties=species:S:1:pos:R:3:nbo_charge:R:1 method="wB97M-V/def2-TZVPD" gap_ev=9.25 e_above_lowest_kcal_mol=31.6 charge=0
C 1.050 -0.666 -1.348 0.031
C -0.751 -0.676 0.780 0.862
C -1.522 1.763 0.946 -0.413
N 1.671 -1.782 -1.453 -0.775
N -1.367 0.347 0.935 -0.522
O -0.424 -1.809 0.770 -0.563
I 2.324 0.775 -0.291 -0.035
H -2.403 2.107 0.441 0.208
H -1.766 2.234 1.855 0.210
H -0.696 2.254 0.467 0.215
H 2.597 -1.919 -1.226 0.375
H 1.288 -2.628 -1.876 0.407

---

Entry 3:
12
Properties=species:S:1:pos:R:3:lowdin_spin:R:1 method="wB97M-V/def2-TZVPD" gap_ev="5.07 / 6.57" e_above_lowest_kcal_mol=90.5 s_squared=2.01 spin_multiplicity=3 charge=0
C -0.267 0.206 -1.670 0.435
C 0.298 -0.785 -0.983 0.557
C 0.680 0.214 1.473 0.006
N -1.384 0.436 0.222 0.023
N -0.336 -0.393 0.638 0.064
O -0.956 1.175 -0.958 0.212
I 1.494 -2.394 -1.306 0.675
H -0.163 0.463 -2.632 0.026
H 1.720 -0.143 1.397 0.000
H 0.708 1.276 1.210 0.001
H 0.239 0.217 2.551 -0.002
H -2.033 -0.272 0.058 0.003

---

Entry 4:
12
Properties=species:S:1:pos:R:3:lowdin_spin:R:1 method="wB97M-V/def2-TZVPD" gap_ev="12.20 / 5.55" e_above_lowest_kcal_mol=0.0 s_squared=2.01 spin_multiplicity=3 charge=+1
C 1.690 0.675 1.654 0.014
C 1.242 -0.766 0.139 0.016
C -0.957 0.161 -0.616 -0.003
N 2.148 -0.403 1.044 0.072
N 0.529 0.991 1.133 0.313
N 0.233 0.091 0.180 0.020
I -1.489 2.834 2.522 1.573
H 2.186 1.213 2.436 -0.003
H 1.334 -1.612 -0.513 0.001
H -1.178 -0.824 -1.024 0.000
H -1.790 0.500 0.000 -0.002
H -0.821 0.861 -1.441 0.000

---

Entry 5:
10
Properties=species:S:1:pos:R:3:nbo_charge:R:1 method="wB97M-V/def2-TZVPD" gap_ev="6.87 / 8.51" e_above_lowest_kcal_mol=106.1 charge=0
C 0.550 1.895 -0.468 -0.585
C 0.070 1.035 0.386 -0.234
C -0.559 -1.606 0.048 0.132
O 0.505 -2.356 0.368 -0.607
I -1.036 1.809 2.056 0.058
H 0.647 2.994 -0.369 0.216
H 1.052 1.519 -1.420 0.211
H -0.878 -1.447 -0.852 0.147
H -1.251 -1.355 0.762 0.176
H 0.900 -2.488 -0.512 0.487

---

Entry 6:
10
Properties=species:S:1:pos:R:3:nbo_charge:R:1 method="wB97M-V/def2-TZVPD" gap_ev=9.86 e_above_lowest_kcal_mol=46.0 charge=0
C 0.003 0.430 -0.393 0.072
C -0.444 -1.058 -0.544 -0.174
C 0.495 0.798 1.007 -0.636
O 0.820 -0.142 -1.424 -0.533
I -2.036 -1.705 -1.708 0.187
H -0.759 1.060 -0.763 0.179
H 0.142 -1.962 -0.200 0.239
H 1.244 1.585 0.870 0.228
H 0.863 -0.120 1.568 0.217
H -0.329 1.113 1.587 0.220

---

Entry 7:
10
Properties=species:S:1:pos:R:3:lowdin_spin:R:1 method="wB97M-V/def2-TZVPD" gap_ev="9.67 / 6.90" e_above_lowest_kcal_mol=0.0 s_squared=2.01 spin_multiplicity=3 charge=0
C 0.518 0.647 1.540 0.820
C -0.432 0.333 -0.085 0.053
C 0.627 -0.023 -1.052 0.009
O -1.591 0.302 0.006 0.108
I -2.929 -2.056 -0.682 0.879
H -0.274 0.561 2.278 0.053
H 1.485 0.716 1.885 0.069
H 0.172 0.016 -2.015 0.001
H 1.461 0.625 -1.004 0.001
H 0.961 -1.122 -0.871 0.005

---

Entry 8:
10
Properties=species:S:1:pos:R:3:nbo_charge:R:1 method="wB97M-V/def2-TZVPD" gap_ev="6.90 / 6.88" e_above_lowest_kcal_mol=90.3 charge=0
C 0.343 -0.401 -1.672 -0.398
C -0.779 0.024 -0.968 -0.329
C -1.012 0.660 0.353 -0.256
S -1.022 0.432 1.954 0.295
I 2.332 -1.393 1.594 -0.161
H 0.312 -0.568 -2.723 0.202
H 1.344 -0.444 -1.241 0.203
H -1.552 0.439 -1.670 0.251
H 0.869 -0.529 2.078 0.072
H -0.836 1.780 2.294 0.121

---

Entry 9:
13
Properties=species:S:1:pos:R:3:lowdin_spin:R:1 method="wB97M-V/def2-TZVPD" gap_ev="3.45 / 6.09" s_squared=0.75 spin_multiplicity=2 charge=0
O 0.247 1.088 2.121 0.002
C 0.127 0.267 1.054 0.006
C 0.878 0.342 3.175 0.001
O -0.581 0.558 0.071 0.054
O -0.181 -0.942 1.632 0.045
C 0.354 -1.081 2.944 0.003
K -2.439 0.626 -2.180 0.385
H 0.561 0.772 4.130 0.000
H 1.967 0.387 3.036 0.000
H -0.477 -1.366 3.600 0.000
H 1.098 -1.881 2.873 0.001
Na -0.704 -2.328 -0.270 0.494
H 1.822 0.774 0.502 0.008

---

Entry 10:
12
Properties=species:S:1:pos:R:3:lowdin_spin:R:1 method="wB97M-V/def2-TZVPD" gap_ev="9.47 / 5.61" e_above_lowest_kcal_mol=132.0 s_squared=0.76 spin_multiplicity=2 charge=+1
H -1.576 -0.515 1.161 0.014
C -1.070 0.223 -0.337 0.135
C -0.896 -1.127 0.321 0.160
O 0.495 0.407 0.087 0.013
C 1.549 -0.096 -0.537 0.036
O 2.590 0.432 0.047 0.009
H -1.255 0.066 -1.424 0.067
H -0.302 -1.780 -0.330 0.003
H 3.389 -0.042 -0.214 0.001
K 0.492 2.878 0.894 0.000
O -1.644 1.337 0.069 0.558
H -1.773 -1.783 0.264 0.005

---

| no. | DFT total energy (eV) |
| --- | --- |
| 1 | -29539.948 |
| 2 | -16317.856 |
| 3 | -16311.010 |
| 4 | -15752.722 |
| 5 | -13334.773 |
| 6 | -13337.380 |
| 7 | -13335.719 |
| 8 | -22123.113 |
| 9 | -30072.104 |
| 10 | -25646.651 |